[1]
16
Properties=species:S:1:pos:R:3:forces:R:3 method="wB97M-V/def2-TZVPD" homo_ev=-8.5
C -1.62536 -0.48532 0.85061 -0.278 -0.102 -0.120
N -0.30728 -0.89040 0.39648 0.030 0.058 0.034
C 0.69202 -0.10161 0.94418 -0.082 0.654 -0.002
C 1.67475 -0.48879 -0.14677 0.015 0.222 -0.040
C 0.32686 -0.58203 -0.93223 -0.093 -0.278 -0.349
C -0.01482 0.85638 -1.26424 0.117 -0.049 0.242
C -0.03707 1.57067 -0.15188 0.688 -0.303 -0.103
H -1.63376 0.61469 0.98153 -0.134 -0.377 -0.098
H -2.41030 -0.75595 0.14856 0.000 -0.186 -0.024
H -1.81668 -0.95384 1.82233 0.000 0.012 -0.203
H 0.84721 -0.12434 2.03323 -0.105 0.748 -0.439
H 2.19174 -1.45295 -0.04667 -0.339 0.228 0.335
H 2.37479 0.30416 -0.40151 -0.090 -0.187 -0.358
H 0.17169 -1.32144 -1.71542 0.052 -0.016 0.037
H -0.10810 1.17648 -2.30316 -0.349 -0.001 0.347
H -0.32572 2.63429 -0.21504 0.569 -0.421 0.743

=====

[2]
43
Properties=species:S:1:pos:R:3:forces:R:3 method="wB97M-V/def2-TZVPD" homo_ev="-6.9 / -5.4" s2=6.0075 multiplicity=5
Fe 0.47706 1.00803 1.10540 0.893 0.766 2.048
F 2.37022 0.52670 1.65110 0.060 -0.598 -0.576
F 0.16284 2.16957 2.60811 -0.259 -0.141 -0.575
C -0.52837 2.74154 -2.30392 0.199 -0.266 -0.097
S 0.75935 3.46947 -1.26955 -0.376 0.435 -0.256
O 1.08623 2.46316 -0.23999 0.500 0.209 -0.328
C 2.07498 3.42008 -2.50029 0.429 -0.263 -0.275
H -0.20389 1.71944 -2.51179 -0.201 -0.058 0.121
H -0.64516 3.27390 -3.24601 0.013 0.225 0.092
H -1.45423 2.75808 -1.73386 0.071 -0.090 0.002
H 1.66586 3.44065 -3.50876 -0.042 0.375 0.013
H 2.67122 2.50821 -2.43306 -0.252 -0.118 0.389
H 2.74467 4.25538 -2.30996 -0.067 0.087 -0.129
C 1.89991 -1.86174 3.51120 0.034 -0.690 -0.427
S 0.54244 -1.99998 2.34563 0.532 -0.058 0.373
O -0.06548 -0.64802 2.30663 -1.045 -0.188 0.032
C -0.58588 -2.95715 3.37852 0.426 0.341 -0.128
H 2.69597 -1.36992 2.95496 -0.065 0.346 0.162
H 2.19198 -2.88023 3.78241 0.045 0.064 0.125
H 1.55855 -1.28951 4.36906 0.040 0.135 -0.026
H -0.21226 -3.97791 3.43006 -0.202 -0.089 0.046
H -1.55381 -2.87550 2.89225 -0.073 -0.240 0.028
H -0.61527 -2.48345 4.35775 -0.081 -0.054 0.054
C -4.18244 1.16115 0.40713 -0.640 0.377 0.333
S -2.66823 0.54916 -0.28764 -0.149 -0.426 -0.598
O -1.58253 1.19177 0.47662 -0.188 0.515 0.098
C -2.80968 -1.13835 0.29147 0.511 -0.309 0.163
H -4.24339 2.22967 0.20230 0.129 -0.018 -0.099
H -4.20970 1.03281 1.48982 0.222 -0.124 -0.015
H -5.05448 0.68017 -0.03868 0.142 -0.127 -0.113
H -3.04682 -1.14270 1.35456 -0.250 -0.033 -0.051
H -1.81943 -1.58821 0.19314 0.046 0.194 -0.107
H -3.49331 -1.70302 -0.34083 -0.262 0.117 0.170
C 2.78822 -1.41386 -1.37628 0.072 -0.011 -0.411
S 1.01613 -1.58707 -1.23865 0.337 -0.719 0.127
O 0.54796 -0.36063 -0.55024 -0.551 0.106 -0.514
C 0.65068 -1.35104 -2.97450 -0.042 0.404 -0.337
H 3.25441 -1.56816 -0.40834 -0.109 0.138 0.114
H 2.96489 -0.40386 -1.74524 0.112 0.062 0.200
H 3.15402 -2.13500 -2.10911 0.001 -0.088 0.086
H 0.95479 -2.20940 -3.57158 0.054 -0.093 0.145
H 1.16478 -0.45458 -3.32742 0.005 -0.013 0.017
H -0.42280 -1.19961 -3.08240 -0.018 -0.080 0.125

=====

[3]
113
Properties=species:S:1:pos:R:3:forces:R:3 method="wB97M-V/def2-TZVPD" homo_ev=-6.2 charge=-1
O -5.90294 -1.93369 2.57449 9.128 -1.439 -0.089
C -4.56799 -2.09870 2.38197 -5.905 1.086 -1.591
C -3.95547 -1.86747 0.87895 4.568 -1.050 3.568
C -2.49480 -2.01666 1.11784 -3.325 0.133 -1.070
C -1.37990 -1.84752 -0.08214 5.103 0.520 -4.042
O -1.04461 -0.56489 -0.39501 -2.415 -5.635 1.946
O -0.69555 -2.93838 -0.79331 -4.546 5.167 4.620
C -2.22525 -2.31129 2.70785 4.118 0.107 2.170
O -1.08339 -2.36248 3.41859 -7.972 0.178 -4.711
O -3.52896 -2.48526 3.37622 -0.088 1.456 -3.382
H -4.55949 -1.64319 -0.10258 1.333 -0.533 2.344
C 0.85520 -6.28237 0.77657 -0.047 0.503 -0.090
O 1.02744 -4.88110 0.67155 0.081 -0.196 -0.128
H 1.48698 -6.65843 1.58466 -0.110 0.047 -0.094
H -0.19078 -6.50602 1.00054 -0.011 -0.308 -0.009
H 1.14749 -6.75777 -0.16289 -0.056 -0.333 0.048
H 0.45500 -4.57624 -0.05288 -0.026 0.517 0.332
C 3.53838 -8.36296 0.37341 0.219 -0.171 -0.046
O 2.75963 -9.06119 1.32750 -0.223 -0.586 0.194
H 3.47599 -7.29181 0.57917 -0.048 -0.227 0.020
H 4.57999 -8.68560 0.44551 0.060 0.187 -0.230
H 3.15262 -8.56225 -0.62934 0.175 0.183 -0.142
H 2.83433 -10.00810 1.11965 -0.100 0.582 0.197
C -1.44927 2.17692 -2.65027 -0.067 -0.199 0.346
O -2.22180 1.91249 -1.49376 -0.236 -0.062 -0.022
H -1.84864 3.06288 -3.14941 -0.015 -0.065 0.097
H -0.41127 2.36054 -2.36202 0.114 0.027 -0.273
H -1.50435 1.32275 -3.32953 0.211 0.074 -0.221
H -1.84412 1.12181 -1.07234 0.033 -0.071 0.166
C 2.73420 3.31897 -2.73457 0.147 -0.101 0.299
O 1.89001 4.11077 -3.54982 -0.715 0.771 -0.396
H 3.18931 2.53762 -3.34771 -0.166 0.118 -0.046
H 3.51957 3.94570 -2.30486 -0.048 -0.299 0.088
H 2.14503 2.85746 -1.93838 0.331 -0.070 0.056
H 1.50074 4.79476 -2.97882 0.268 -0.352 -0.221
C 5.19019 -6.62892 -2.25294 -0.042 0.015 -0.167
O 5.96737 -7.76024 -1.90604 0.350 -0.537 -0.259
H 4.91171 -6.09593 -1.34083 0.086 -0.147 -0.130
H 5.77585 -5.96645 -2.89512 -0.190 0.200 0.001
H 4.28578 -6.95277 -2.77369 -0.112 0.264 -0.002
H 6.19935 -8.21272 -2.73481 -0.101 0.216 0.561
C 4.42998 3.13969 0.87873 0.073 0.051 0.280
O 3.58579 3.93149 0.06348 -0.309 0.646 0.161
H 4.88509 2.35834 0.26559 -0.188 0.202 0.099
H 5.21535 3.76642 1.30845 0.159 -0.110 0.105
H 3.84081 2.67819 1.67492 0.237 -0.183 -0.018
H 3.19652 4.61548 0.63449 0.167 -0.414 -0.378
C -4.16012 -0.59824 -4.07531 0.113 0.117 0.239
O -4.18574 -1.05815 -2.73663 0.027 0.122 0.446
H -4.71861 -1.29750 -4.70198 0.064 0.035 0.170
H -4.62506 0.38916 -4.13124 0.028 0.042 -0.262
H -3.12582 -0.54601 -4.42389 -0.055 0.060 -0.229
H -3.68273 -0.41816 -2.20483 -0.091 -0.266 -0.215
C -1.69271 -6.32997 3.76225 0.130 0.261 -0.036
O -1.77461 -5.45815 4.87467 -0.024 0.421 0.158
H -1.89257 -7.35101 4.09557 0.002 0.171 0.041
H -2.43651 -6.04048 3.01579 0.042 -0.205 -0.203
H -0.68975 -6.27933 3.33152 -0.085 -0.174 -0.183
H -1.59287 -4.56044 4.54829 -0.024 -0.349 0.229
C 3.82645 -0.48389 -0.05741 -0.312 -0.163 0.034
O 3.05971 0.70577 -0.02464 -0.486 0.145 -0.198
H 4.86065 -0.24735 0.20344 -0.114 0.054 -0.017
H 3.42452 -1.19751 0.66609 0.184 -0.176 -0.090
H 3.79508 -0.91112 -1.06266 0.165 -0.238 0.104
H 2.14767 0.46461 -0.26008 0.345 0.130 0.170
C 0.35409 6.08459 -6.24972 0.232 -0.059 -0.036
O -0.41845 5.82016 -5.09321 -0.055 -0.383 0.278
H -0.04529 6.97055 -6.74886 -0.031 -0.133 0.149
H 1.39209 6.26821 -5.96147 0.042 0.006 -0.226
H 0.29901 5.23042 -6.92898 0.118 0.123 -0.118
H -0.04076 5.02948 -4.67179 -0.143 0.177 -0.142
C 5.81076 0.18083 -2.75393 -0.052 0.110 -0.142
O 6.58794 -0.95050 -2.40703 0.468 -0.522 -0.232
H 5.53228 0.71382 -1.84182 0.108 -0.152 -0.170
H 6.39643 0.84329 -3.39611 -0.163 0.202 -0.030
H 4.90635 -0.14303 -3.27468 -0.101 0.242 0.003
H 6.81992 -1.40298 -3.23580 -0.146 0.184 0.554
C -3.30472 -1.07911 6.58205 0.001 -0.197 -0.032
O -2.55115 -0.07013 5.93525 0.431 0.174 -0.341
H -4.07179 -0.60793 7.20105 0.147 0.036 -0.175
H -3.78363 -1.71426 5.83273 -0.092 -0.135 0.211
H -2.64564 -1.67794 7.21533 -0.148 -0.182 0.079
H -1.87909 -0.51805 5.39384 -0.327 0.264 0.202
C -5.64877 1.83355 5.76802 0.215 0.162 -0.087
O -5.67438 1.37364 7.10670 0.091 0.177 0.677
H -6.20725 1.13429 5.14136 0.088 0.052 0.185
H -6.11370 2.82095 5.71209 -0.026 0.032 -0.251
H -4.61446 1.88578 5.41944 -0.087 0.004 -0.229
H -5.17137 2.01364 7.63850 -0.267 -0.463 -0.284
C -1.71902 8.46443 -3.20220 0.219 -0.371 0.016
O -0.94184 7.33311 -2.85529 0.117 0.062 0.207
H -1.99751 8.99742 -2.29009 0.036 -0.071 -0.126
H -1.13336 9.12690 -3.84437 -0.182 0.247 -0.050
H -2.62343 8.14058 -3.72295 -0.136 0.245 -0.047
H -0.70986 6.88063 -3.68407 -0.091 0.011 0.128
C -9.07184 -3.70716 3.52574 0.226 0.128 0.107
O -8.25944 -4.86374 3.44470 0.361 -0.286 0.279
H -9.88088 -3.78941 2.79618 0.154 -0.095 0.084
H -9.49609 -3.62843 4.52977 -0.177 0.209 -0.033
H -8.47099 -2.82230 3.30208 -0.192 0.135 0.012
H -7.55103 -4.76216 4.10292 -0.331 -0.074 -0.477
C -3.37132 10.86978 0.16204 -0.192 -0.061 0.051
O -3.83755 11.30167 -1.10301 -0.497 0.130 -0.294
H -2.27924 10.89984 0.16744 -0.192 0.018 -0.098
H -3.75584 11.53461 0.93947 0.142 -0.110 0.210
H -3.70639 9.84588 0.34477 0.157 -0.020 0.232
H -4.80883 11.26432 -1.07770 0.594 0.028 -0.115
C 9.19522 1.53247 -1.30664 -0.090 -0.275 0.059
O 8.41648 0.83424 -0.35255 0.015 -0.359 0.132
H 9.13283 2.60361 -1.10088 -0.049 -0.183 0.041
H 10.23683 1.20983 -1.23453 0.123 0.182 -0.196
H 8.80946 1.33318 -2.30938 0.152 0.147 -0.149
H 8.49117 -0.11267 -0.56040 -0.280 0.498 0.084

=====

no.,molecular weight (g mol⁻¹)
1,95.14
2,406.38
3,685.77